Entry 1:
136
Properties=species:S:1:pos:R:3:forces:R:3 method="wB97M-V/def2-TZVPD" total_charge=+2 total_energy_ev=-105429.051 spin_multiplicity=5 e_homo_ev="-12.59 / -12.60" fmax_ha_per_bohr=0.0258
Ir -0.288 -0.340 -0.057 -0.1506 -0.1680 -0.3277
S 0.144 -0.015 2.575 -0.1877 0.1134 1.3096
S 2.269 -0.059 -0.634 -0.1336 -0.0046 0.0190
P -1.347 -2.304 -2.574 -0.3271 0.0071 -0.2230
O 2.262 1.386 -0.956 0.0853 -0.0165 -0.0529
O 1.014 0.924 1.798 0.0183 0.0333 -0.4968
N -1.202 3.592 -1.561 -0.0788 -0.2186 0.2096
N -2.806 2.263 -0.523 0.1270 -0.0633 -0.1245
N -1.051 -1.639 -1.129 0.4889 0.0572 -0.2976
N -2.989 -2.366 -2.726 0.2574 -0.2782 0.2679
N -0.831 -3.839 -2.824 -0.0837 0.3250 0.2857
N -0.570 -1.420 -3.732 -0.0642 -0.2160 0.1886
N -0.568 1.742 -0.290 0.4406 0.0084 -0.0214
C -3.719 -3.214 -3.676 0.0264 0.0001 -0.1262
C 1.255 -4.394 2.174 -0.1497 -0.0711 -0.0213
C -5.036 -1.889 -1.454 0.0285 0.0306 -0.0100
C 3.991 -0.766 -4.188 -0.0409 0.0309 0.0114
C 3.606 -2.165 -1.823 0.0341 0.0651 -0.0662
C 1.853 0.843 4.515 -0.1245 -0.0109 0.1929
C -3.826 -1.307 -2.169 0.0535 0.1881 0.0971
C -3.851 2.498 -1.505 -0.0941 0.0509 -0.0598
C -4.956 -3.830 -3.031 0.0573 -0.0285 -0.0249
C -0.772 -5.567 -1.037 -0.0322 0.0046 -0.0012
C 5.397 0.505 1.744 -0.1187 -0.0393 -0.0834
C 3.562 -3.906 1.565 0.0524 -0.0242 -0.0174
C -1.504 2.520 -0.788 -0.1668 0.1636 -0.1519
C 3.864 -5.235 1.634 -0.0382 0.0798 -0.0066
C 1.623 0.311 6.865 -0.0004 0.0143 -0.0421
C -3.170 1.412 0.591 -0.0111 -0.0361 0.0956
C 4.464 -2.068 -4.084 -0.0039 -0.0322 0.0610
C 3.324 -0.157 -3.136 0.0323 0.0258 0.0842
C 0.649 -1.685 2.193 -0.1848 0.1322 -0.0667
C 2.300 0.939 5.824 -0.0645 0.0203 -0.0870
C -1.966 4.831 -1.478 -0.0508 0.0825 -0.0012
C -0.378 -2.635 2.411 0.0409 -0.3215 -0.0594
C 1.603 -5.763 2.259 0.0442 -0.0001 -0.0777
C 4.270 -2.753 -2.883 -0.0405 0.0619 0.0131
C 3.380 -0.309 0.748 0.0273 -0.0101 -0.0565
C 5.988 -0.217 4.024 -0.0302 -0.0500 0.0582
C 5.704 -0.928 5.152 -0.0171 0.0470 -0.0824
C -0.705 -1.845 -5.137 -0.0064 -0.0528 -0.0686
C 0.145 3.757 -2.080 0.0591 -0.0431 -0.0650
C 1.342 -4.705 -2.000 0.0233 -0.0492 -0.0371
C -0.002 -0.517 5.277 0.0709 0.0023 -0.0034
C 4.537 -1.717 5.213 -0.0350 -0.0137 -0.0909
C 3.967 -1.068 2.955 -0.0125 -0.0318 0.0597
C 0.468 -0.412 6.574 -0.0007 -0.0156 -0.0164
C 3.137 -0.866 -1.961 -0.0666 -0.0331 0.0284
C 0.566 -4.128 -3.173 0.1050 0.1048 -0.2039
C -1.527 -4.986 -2.222 -0.1156 -0.0376 -0.0252
C -5.842 -2.757 -2.413 -0.0211 0.0079 0.0195
C -0.231 -0.006 -3.635 0.0665 0.2398 0.3651
C 5.125 -0.262 2.904 0.0489 0.0740 -0.0406
C 2.880 -6.174 2.005 -0.1374 0.0524 -0.0080
C 2.132 0.406 8.271 0.0112 -0.0030 0.0527
C 0.708 0.104 4.262 0.1375 0.0752 -0.0929
C -0.073 -3.962 2.429 0.0561 0.1730 -0.0321
C 2.251 -3.444 1.848 0.0357 -0.0150 -0.0614
C 5.176 -2.728 -5.224 0.0277 -0.0320 -0.0357
C 3.086 -1.099 1.831 0.0237 0.1528 -0.1165
C -1.729 -1.003 -5.890 0.0464 -0.0385 -0.0207
C 3.693 -1.789 4.145 0.0828 -0.0768 0.0198
C 0.644 -5.937 -1.449 0.0073 0.0013 0.0554
C 1.944 -2.051 1.906 0.0625 -0.1464 -0.0736
C -1.417 0.482 -5.776 -0.0042 0.0054 0.0020
C 4.536 0.499 0.690 0.0093 -0.0259 0.1620
C -1.272 0.877 -4.312 0.0862 -0.0244 0.0036
H -0.969 -2.901 -5.166 -0.0069 -0.0225 -0.0356
H 4.705 1.119 -0.177 0.0336 0.0454 -0.0703
H -0.479 0.697 -6.295 0.0434 0.0219 -0.0407
H 2.798 -2.392 4.214 -0.0397 -0.0224 0.0237
H -1.745 -1.314 -6.935 -0.0134 -0.0318 -0.0413
H 0.281 -1.744 -5.603 0.0094 0.0057 -0.0176
H 2.990 0.868 -3.202 -0.0416 0.0635 -0.0147
H -4.662 -4.548 -2.261 0.0437 -0.0226 0.0197
H -2.473 1.562 1.412 0.0075 -0.0182 0.0363
H 4.164 -0.209 -5.098 -0.0058 0.0397 -0.0750
H 1.031 -3.213 -3.546 0.0191 -0.1079 0.0382
H -6.250 -2.125 -3.207 -0.0338 0.0283 -0.0394
H -2.230 0.765 -3.795 -0.0734 -0.0060 0.0539
H -3.184 0.349 0.320 -0.0246 0.0301 0.0403
H 3.190 1.514 6.037 0.0708 0.0460 0.0167
H 0.090 4.339 -3.001 0.0196 -0.0087 0.0248
H -0.743 -4.822 -0.236 -0.0006 0.0056 0.0340
H -0.078 -0.888 7.377 -0.0455 -0.0344 0.0601
H -1.316 -6.437 -0.665 -0.0184 -0.0084 0.0112
H 5.371 -2.027 -6.030 0.0134 0.0260 -0.0449
H -0.973 1.921 -4.226 0.0272 0.1219 0.0322
H 6.876 0.394 3.967 0.1084 0.0775 0.0029
H -2.722 -1.194 -5.481 -0.0634 -0.0307 0.0220
H -5.654 -1.079 -1.065 -0.0052 0.0419 0.0299
H 0.549 -4.854 -3.992 0.0293 -0.0150 -0.0346
H -1.390 -2.293 2.584 -0.0718 0.0277 0.0498
H -0.100 0.276 -2.580 -0.0138 -0.0779 -0.3619
H 0.591 2.789 -2.295 0.0212 0.0204 -0.0465
H -4.165 -0.661 -2.990 -0.0132 0.0515 -0.0154
H -1.343 5.603 -1.018 -0.0391 0.0045 -0.0240
H -2.525 -4.674 -1.926 -0.0019 -0.0328 0.0278
H 0.605 -6.707 -2.224 0.0106 -0.0639 -0.0325
H 6.125 -3.151 -4.900 0.0374 -0.0174 0.0125
H 4.667 -3.752 -2.774 0.0143 -0.1098 0.0093
H 3.142 -7.218 2.087 0.0124 -0.0934 -0.0005
H 1.340 0.222 8.993 -0.0125 -0.0041 0.0293
H -4.693 -2.483 -0.603 0.0097 -0.0135 0.0368
H -0.907 -1.069 5.070 -0.1114 -0.0647 -0.0347
H -2.191 1.072 -6.267 -0.0151 0.0202 -0.0052
H 1.204 -6.356 -0.615 0.0102 -0.0036 0.0779
H -2.262 5.167 -2.472 -0.0099 0.0056 0.0221
H 2.351 -4.951 -2.332 0.0519 0.0362 -0.0191
H 2.560 1.387 8.467 0.0234 0.0367 0.0208
H -4.594 3.203 -1.130 -0.0397 0.0037 -0.0219
H -4.041 -2.590 -4.518 -0.0051 -0.0204 -0.0575
H 2.372 1.333 3.707 0.0585 0.0770 -0.0988
H -3.049 -3.975 -4.070 -0.0220 -0.0181 -0.0245
H -4.351 1.553 -1.726 -0.0277 0.0009 -0.0249
H 0.739 0.128 -4.130 -0.0322 0.0169 0.0452
H -5.505 -4.385 -3.792 0.0005 -0.0319 -0.0254
H 2.916 -0.334 8.441 0.0312 -0.0241 0.0163
H -6.691 -3.211 -1.904 -0.0130 -0.0054 0.0119
H -3.419 2.888 -2.423 -0.0388 -0.0201 -0.0125
H 0.840 -6.476 2.537 -0.0565 -0.0559 0.0127
H 0.365 2.144 -0.331 -0.0495 0.0727 -0.0064
H -2.851 4.692 -0.867 0.0245 0.0644 0.0114
H 6.367 -0.888 6.001 0.0824 0.0105 0.0921
H 4.867 -5.571 1.422 0.1084 -0.0262 -0.0034
H -1.632 -5.748 -3.004 -0.0279 -0.0217 0.0172
H -0.834 -4.699 2.640 -0.0751 -0.0743 0.0142
H 6.289 1.112 1.716 0.0924 0.0661 -0.0103
H 4.337 -3.193 1.321 0.0202 0.0139 -0.0256
H -4.167 1.694 0.926 -0.0152 -0.0273 0.0112
H 0.788 4.289 -1.373 0.0170 0.0085 0.0058
H -3.214 -0.703 -1.497 -0.1077 -0.0099 -0.0675
H 1.425 -3.947 -1.216 0.0174 0.0568 0.0720
H 4.311 -2.265 6.115 -0.0250 -0.0613 0.0829
H 3.485 -2.699 -0.894 -0.0436 -0.1071 0.1525
H 4.576 -3.546 -5.624 -0.0099 -0.0376 -0.0299


Entry 2:
37
Properties=species:S:1:pos:R:3:forces:R:3 method="wB97M-V/def2-TZVPD" total_charge=0 total_energy_ev=-38825.194 spin_multiplicity=1 e_above_lowest_ev=0.787 e_homo_ev=-8.49 fmax_ha_per_bohr=0.0249
S -1.514 -3.951 -1.107 0.5506 0.2456 0.4674
O -1.457 -1.603 3.217 0.0157 0.0194 0.1575
O 0.681 4.121 -3.717 -0.1059 -0.1697 0.3930
O 0.704 2.552 -2.158 0.1676 -0.1257 -0.2032
O 0.983 -0.926 0.922 0.0354 0.0969 -0.1538
N -1.254 -2.740 1.300 -0.7600 -0.0362 0.0711
N 0.666 -3.622 0.220 0.1355 0.2141 0.7898
C 2.437 -4.633 -1.150 -0.0633 0.0241 0.0146
C 0.798 0.839 -0.576 -0.0060 0.0374 -0.0571
C -0.459 2.854 -0.064 0.2255 -0.3561 -0.1110
C -0.750 -1.958 2.303 0.2837 0.2307 0.0582
C 1.011 -4.276 -0.923 -0.3762 -0.2845 -0.7452
C 0.711 -1.545 2.160 0.1892 0.0476 0.3692
C -0.503 4.583 -1.727 -0.2358 -0.0068 0.4902
C -0.590 -3.373 0.279 -0.3266 -0.6029 -1.0839
C -0.337 1.040 1.539 0.0772 -0.3436 0.2320
C 0.468 0.303 0.664 -0.0994 0.4764 -0.1906
C -0.030 -4.545 -1.755 0.0288 0.0724 0.1716
C -0.784 2.289 1.173 0.1272 0.1233 -0.3859
C 0.317 3.786 -2.617 0.1278 0.2869 -0.5639
C -1.734 5.009 0.388 0.0378 0.0153 -0.0979
C 0.342 2.098 -0.940 -0.2887 -0.2670 0.8565
C -0.888 4.159 -0.503 0.1230 0.2616 -0.5215
H -0.623 0.644 2.499 -0.0120 -0.0672 0.1008
H -1.401 2.842 1.862 -0.0727 0.0712 0.0774
H -2.668 4.500 0.621 -0.0753 -0.0085 0.0658
H 1.415 0.276 -1.256 0.0955 -0.0788 -0.1063
H -2.255 -2.897 1.347 0.2066 0.1003 0.1344
H 0.973 -0.896 3.004 -0.1473 -0.0908 -0.1234
H 1.338 -2.441 2.167 -0.1190 0.1916 0.0802
H 3.046 -3.732 -1.127 0.0992 0.0288 -0.0290
H 2.783 -5.293 -0.356 0.0737 -0.0543 0.0208
H -0.018 -5.048 -2.700 0.0633 -0.1446 -0.2048
H -0.790 5.550 -2.111 -0.0163 0.0610 -0.0302
H -1.214 5.207 1.325 -0.0115 0.0225 0.0963
H -1.961 5.955 -0.093 -0.0305 0.0480 0.0122
H 2.558 -5.129 -2.109 0.0832 -0.0382 -0.0512


Entry 3:
4
Properties=species:S:1:pos:R:3:forces:R:3 method="wB97M-V/def2-TZVPD" total_charge=0 total_energy_ev=-2103.443 spin_multiplicity=1 e_above_lowest_ev=0.632 e_homo_ev=-10.50 fmax_ha_per_bohr=0.1507
C 0.595 -0.233 0.127 -6.3554 3.1839 -3.0803
C -0.443 0.285 -0.379 1.4682 -2.3280 3.0438
H 1.448 -0.522 0.608 1.8297 -0.6273 0.6220
H -1.600 0.470 -0.356 3.0575 -0.2287 -0.5855


Entry 4:
9
Properties=species:S:1:pos:R:3:forces:R:3 method="wB97M-V/def2-TZVPD" total_charge=-1 total_energy_ev=-20492.440 spin_multiplicity=1 e_above_lowest_ev=1.485 e_homo_ev=-5.25 fmax_ha_per_bohr=0.1453
P -0.042 0.523 -0.261 0.1367 0.7515 -7.4311
O -1.004 -1.896 -0.250 0.6933 -0.3573 -0.2676
O -0.150 0.484 -1.907 0.6138 -0.1991 6.0797
O -2.256 -0.623 0.832 -1.7885 1.4454 1.4841
O -0.461 1.705 0.495 -0.1846 0.3974 0.9773
N 1.505 0.024 0.242 -4.1515 -0.2286 2.3127
N -1.258 -0.793 0.216 1.3291 -1.9874 -1.1514
H 1.544 0.536 1.130 1.4361 -0.1740 -0.7649
H 2.122 0.040 -0.497 1.9154 0.3520 -1.2390